[1]
# C7H12N2

A single C7H12N2 molecule in a non-equilibrium geometry (the ωB97M-V functional and the def2-TZVPD basis, the Open Molecules 2025 dataset).

The energy above the lowest of the compared OMol25 structures with the same formula, charge and spin comes out at 53.85 kcal per mole. As for the SMILES: C/C(=C/C=N\N)C1CC1. For the total energy, the calculation gives -383.33740 hartree. The largest force on an atom is 0.0464 hartree/bohr. The LUMO energy is 0.98 eV. The molar mass is 124.19 g/mol.

Structure (XYZ):
```
21
C7H12N2 the ωB97M-V functional and the def2-TZVPD basis
C -2.0156 -1.5882 0.4003
C -0.7527 -0.7805 0.1864
C 0.2711 -1.3411 -0.4868
C 1.4810 -0.6872 -0.8837
N 2.2955 0.0496 -0.2385
N 2.0589 0.4238 1.0676
C -0.7839 0.6835 0.4218
C -0.4028 1.6876 -0.5737
C -1.8343 1.5313 -0.2319
H -2.8333 -1.2105 -0.1999
H -1.9288 -2.6275 0.1453
H -2.3793 -1.6074 1.4629
H 0.2089 -2.4087 -0.7201
H 1.7940 -0.9307 -1.9285
H 1.4131 -0.2269 1.6059
H 2.9284 0.4621 1.5905
H -0.6351 0.9401 1.5066
H 0.0565 2.5940 -0.1561
H -0.1155 1.3586 -1.5347
H -2.2896 2.2778 0.4066
H -2.4772 1.0338 -0.9755
```



[2]
# C20H65N5O15

15 unconnected molecules or ions with the total composition C20H65N5O15 in a non-equilibrium geometry (the ωB97M-V functional and the def2-TZVPD basis, the Open Molecules 2025 dataset).

For the total energy, the calculation gives -2203.34514 hartree. The largest force on an atom is 0.0712 hartree/bohr. The LUMO energy is 0.47 eV. The molar mass is 615.76 g/mol.

Structure (XYZ):
```
105
C20H65N5O15 the ωB97M-V functional and the def2-TZVPD basis
C -5.4975 -0.5192 -0.9241
O -4.1603 -0.5288 -0.5104
H -6.0366 -0.9346 -0.1240
H -5.8813 0.4485 -1.0983
H -5.7038 -1.1339 -1.8855
H -3.9491 -1.4864 -0.3768
C 2.1507 1.8424 -3.7364
O 1.6028 0.7251 -2.9627
H 2.9731 2.3072 -3.1754
H 2.4824 1.3734 -4.6505
H 1.3294 2.4809 -4.0260
H 1.0328 0.3273 -3.6100
C -2.9901 3.5426 1.3344
O -2.6044 3.7895 -0.0653
H -2.1214 3.1191 1.8453
H -3.2781 4.4664 1.8516
H -3.6849 2.7338 1.4201
H -2.7764 2.9280 -0.5989
C 0.6167 3.1852 -0.1378
O 0.1395 4.4534 0.3142
H 0.0431 2.4305 0.3891
H 0.6193 3.1868 -1.2846
H 1.6216 3.1326 0.1816
H -0.8274 4.3139 0.3725
C 2.7651 7.3836 -0.4736
O 2.3366 6.3947 0.5701
H 1.9062 7.6968 -1.0318
H 3.2891 8.1957 0.0317
H 3.4948 6.8855 -1.1111
H 1.4292 6.2548 0.4358
C 3.0983 4.5542 2.5869
O 1.7196 4.1034 2.5693
H 3.3772 4.9785 1.6755
H 3.2178 5.3641 3.2591
H 3.6670 3.6835 2.8847
H 1.1761 4.6347 2.0441
C 0.0678 -0.8015 -6.0108
O 0.1799 -1.0730 -4.5927
H 0.8902 -0.0832 -6.3652
H 0.0684 -1.7687 -6.5681
H -0.8936 -0.3501 -6.0721
H 0.9627 -1.5841 -4.4158
C -1.7287 1.7213 -2.5831
O -3.0170 1.5925 -2.0950
H -0.9196 1.6591 -1.8499
H -1.5490 1.1062 -3.4839
H -1.7503 2.7259 -3.0384
H -3.3069 0.8962 -1.4412
C -0.5532 -0.9672 0.1571
O 0.5094 -0.4021 0.8958
H -0.7886 -0.4221 -0.7747
H -0.4181 -1.9632 -0.2197
H -1.4039 -0.9707 0.8434
H 1.3499 -0.6309 0.5346
C -3.8535 -4.6628 0.1872
O -3.7107 -3.2284 0.2611
H -3.3253 -5.0397 -0.6453
H -3.3997 -5.1482 1.0696
H -4.9243 -4.8517 0.0454
H -3.5882 -3.0217 1.2201
O 2.4444 -2.6980 -3.7265
C 3.1075 -2.7294 -2.7190
N 3.2831 -1.7286 -1.8396
C 3.9471 -3.9406 -2.4062
H 2.5977 -1.0039 -2.0490
H 3.6865 -1.7235 -0.9234
H 3.5450 -4.5884 -1.6238
H 4.9657 -3.6608 -1.9272
H 4.1670 -4.5575 -3.3254
O -3.4397 -2.3797 3.1067
C -3.2856 -1.2367 3.4668
N -3.5949 -0.2363 2.5635
C -2.7057 -0.9339 4.8087
H -3.5227 0.7136 2.7843
H -4.2036 -0.5440 1.7968
H -2.5996 0.0937 4.9838
H -1.6680 -1.3941 4.7901
H -3.2940 -1.3013 5.6103
O 1.5279 0.0309 5.0713
C 1.3474 1.1305 4.5398
N 1.2056 1.3956 3.2232
C 1.2540 2.3443 5.4779
H 1.2248 0.6784 2.4856
H 1.2580 2.3749 3.0042
H 2.0871 2.9988 5.4914
H 1.0907 1.9027 6.5032
H 0.3698 2.9062 5.2672
O 3.3976 -2.0213 0.9025
C 2.9039 -2.2709 2.0316
N 2.9460 -1.3598 3.0622
C 2.0449 -3.5221 2.2020
H 2.2410 -1.4127 3.8212
H 3.2973 -0.4477 2.8864
H 2.4139 -4.3648 1.5836
H 1.1150 -3.2943 1.7051
H 1.9641 -3.8292 3.2833
O -1.6543 -5.7943 -2.0902
C -0.5450 -5.3918 -2.4358
N -0.2406 -4.2390 -3.1555
C 0.7903 -6.2332 -2.1857
H -0.9469 -3.5626 -3.4894
H 0.7079 -3.9887 -3.3236
H 1.2648 -5.8892 -1.2244
H 1.5001 -6.0548 -2.9823
H 0.5300 -7.2816 -2.0667
```



Q: Which formula does entry 2 have?
A: C20H65N5O15



Q: Which formula does entry 2 have?
A: C20H65N5O15